The following is a DFT calculation (ωB97M-V/def2-TZVPD) of a 6-piece molecular cluster, C39H39N5O14 overall.

Last column: Löwdin charge in e.
Cartesian coordinates (Å):
O -2.86484 -5.89018 0.69908  -0.042
H 0.12787 -0.13510 1.92202  0.119
C 3.44065 -4.54939 -5.69309  -0.056
C 5.44565 -5.74919 -5.10290  -0.065
C -1.94576 2.54244 2.17681  0.004
C 0.38454 0.72615 -2.03955  -0.050
H -1.67842 -7.87599 -0.18492  0.062
H -3.59142 -4.06418 1.36143  0.145
H -4.10810 -6.15909 -1.77352  0.096
N 2.34183 -0.50833 -4.95749  -0.344
O -4.42191 4.94020 0.61962  0.052
C -4.64128 -5.63164 -0.97814  0.033
O 4.35233 -5.37594 -1.17661  0.089
H 4.15757 3.19534 5.11978  0.110
C -1.56452 -3.77308 0.61487  -0.169
O 0.03738 3.19017 3.90452  0.063
H -0.20749 -7.20957 0.55307  0.066
O 1.79316 -1.58281 -5.10732  0.060
C 0.83926 -0.09632 -3.05703  0.006
H 2.19410 -3.94581 -4.05237  0.106
H -5.43328 9.06333 4.80720  0.108
N -3.83728 5.99264 0.79774  -0.344
C -1.99419 -3.31412 -0.76312  -0.449
C 1.86399 0.35667 -3.86661  -0.146
C 5.09742 6.25164 4.01041  -0.008
H 4.87147 -5.27436 -7.11340  0.108
C -0.73036 0.49427 1.73627  0.000
C -5.31179 6.40250 2.72245  -0.004
C -5.72493 7.21103 3.76866  -0.064
N 0.18344 2.12860 3.32703  -0.344
O -4.86263 -6.83008 1.06755  0.137
C -0.56098 -6.55239 -1.52487  -0.157
H 5.75841 -6.07407 -3.00140  0.119
N 3.58305 -4.91577 -1.99123  -0.340
C 4.60914 -5.19892 -6.06657  -0.064
C 3.00190 4.42374 3.80070  -0.054
C 3.94273 -5.01077 -3.41329  -0.145
H 0.32343 -6.75692 -2.13063  0.104
O 1.14568 1.40241 3.47469  0.078
C 3.09727 -4.45362 -4.35452  -0.005
O 3.25790 -0.10418 -5.64154  0.084
H 0.20809 -4.63484 -1.86362  0.114
C -4.27601 6.84005 1.91773  -0.148
H 0.42736 -3.65675 -0.00504  0.118
O -1.77599 -4.34906 -1.61041  0.041
H -5.78679 5.45126 2.53577  0.119
H -0.10147 -8.46825 -0.65681  0.073
C 2.44904 1.59746 -3.69047  -0.002
C -3.63929 8.04973 2.12470  0.000
O -2.91421 6.38533 0.11936  0.090
C 5.15189 5.04839 4.69543  -0.067
C -2.92261 2.15176 1.27556  -0.050
H 6.35700 -6.25127 -5.39646  0.108
O 4.87488 8.54249 2.58320  0.074
H 2.18765 3.71521 3.72340  0.066
C -0.26466 -4.48291 0.19792  -0.057
H -2.02222 3.48295 2.70219  0.118
C 3.98855 6.51684 3.22834  -0.151
C -4.06276 8.85005 3.17308  -0.061
C 4.10929 4.13656 4.58805  -0.060
H 2.42539 3.38748 -2.52060  0.109
O 2.52815 -4.37693 -1.71005  0.056
C -0.55798 -5.05177 -1.20733  -0.254
N 3.92878 7.78823 2.48797  -0.357
H -5.70793 -5.83260 -1.06987  0.093
H -3.76734 2.79752 1.09415  0.084
H -2.82985 8.36011 1.48132  0.121
H -0.41416 0.38690 -1.39738  0.083
H -6.53375 6.88717 4.40873  0.108
H 0.25716 -5.08997 0.93402  0.128
H 2.08241 5.86546 2.49920  0.119
H -2.30971 -4.79880 2.32606  0.139
C -4.17292 -6.15497 0.34697  -0.500
H 5.90064 6.96913 4.08257  0.117
C -2.80611 0.93881 0.60722  -0.044
C -2.64502 -4.61309 1.30103  -0.105
C -0.86429 1.70677 2.38847  -0.148
H 0.40235 -1.07083 -3.21653  0.118
H -4.43217 -4.57141 -1.11414  0.082
C 0.95161 1.97885 -1.84752  -0.058
C 5.11647 -5.65513 -3.76140  -0.005
H 2.79581 -4.11198 -6.44206  0.110
C 1.98328 2.41231 -2.67088  -0.060
H 0.58694 2.61911 -1.05439  0.108
C -0.65425 -7.56672 -0.37419  -0.086
H -1.30336 -2.98217 1.31961  0.145
C -1.71478 0.11065 0.83783  -0.081
H -1.42562 -6.71891 -2.17769  0.114
H -3.56428 0.63616 -0.10331  0.116
H -1.62624 -0.82264 0.29663  0.068
O -2.44036 -2.25312 -1.13391  0.115
C 2.93766 5.62546 3.11321  0.004
H 6.01126 4.82246 5.31177  0.106
H 3.25042 1.92158 -4.33706  0.119
H -3.57919 9.80063 3.34957  0.110
O 2.93630 8.00881 1.82438  0.072
C -5.10401 8.43311 3.99190  -0.068

- 2S+1: 1
- Frontier orbital gap: 9.14 eV
- Structure (SMILES): CC[C@@H]1C[C@H](COC(C)=O)C(=O)O1.O=[N+]([O-])c1ccccc1.O=[N+]([O-])c1ccccc1.O=[N+]([O-])c1ccccc1.O=[N+]([O-])c1ccccc1.O=[N+]([O-])c1ccccc1